Entry 1:
12
Properties=species:S:1:pos:R:3:lowdin_charge:R:1 method="wB97M-V/def2-TZVPD" de_lowest_ev=1.472 orbital_gap_ev=11.44 e_homo_ev=-11.064
H 1.65 0.32 0.44 0.09
H 0.43 0.14 -0.48 0.01
H 0.55 -3.12 0.27 -0.03
H 1.88 -2.81 -0.26 0.09
H -0.93 4.56 0.19 0.04
H -0.24 3.75 -0.85 0.00
H -2.29 -1.54 1.21 0.06
H -1.42 -1.79 -0.03 0.03
O 1.38 0.32 -0.56 -0.11
O 0.95 -2.44 -0.18 -0.06
O -0.48 4.63 -0.67 -0.04
O -1.48 -2.02 0.91 -0.08

---

Entry 2:
97
Properties=species:S:1:pos:R:3:lowdin_charge:R:1 method="wB97M-V/def2-TZVPD" de_lowest_ev=1.589 orbital_gap_ev="5.05 / 5.14" e_homo_ev="-10.960 / -11.007" total_charge=+2
W 0.44 -1.10 0.11 1.36
C -1.29 -2.83 4.18 -0.01
C -1.95 -1.77 4.78 0.00
C -1.88 -0.54 4.17 0.04
C -1.18 -0.43 2.98 -0.20
N -0.57 -1.43 2.34 0.07
C -0.63 -2.61 2.99 -0.08
N -1.08 0.93 2.40 0.09
C -1.60 0.98 1.04 -0.22
N -1.23 0.08 0.10 -0.05
C -2.19 0.20 -0.93 -0.26
N -2.22 -0.40 -2.08 0.19
C -1.38 -1.34 -2.53 -0.34
C -1.64 -1.78 -3.85 0.02
C -0.86 -2.73 -4.44 -0.03
C 0.20 -3.27 -3.69 -0.03
C 0.39 -2.82 -2.42 -0.18
N -0.37 -1.88 -1.79 -0.11
C -3.19 1.15 -0.52 -0.12
C -4.33 1.62 -1.17 0.00
C -5.11 2.55 -0.52 -0.06
C -4.76 3.01 0.77 -0.06
C -3.63 2.56 1.41 -0.03
C -2.83 1.62 0.75 -0.14
H -1.29 -3.81 4.61 0.13
H -2.49 -1.90 5.71 0.13
H -2.35 0.34 4.61 0.14
H -0.12 -3.44 2.52 0.10
H -2.47 -1.32 -4.36 0.12
H -1.05 -3.06 -5.45 0.12
H 0.86 -4.02 -4.10 0.12
H 1.21 -3.23 -1.84 0.09
H -4.59 1.25 -2.15 0.12
H -6.01 2.93 -0.99 0.11
H -5.39 3.74 1.26 0.11
H -3.36 2.97 2.38 0.11
C 3.66 -1.07 0.59 -0.13
N 2.66 -2.03 0.09 -0.16
C 2.72 -3.33 0.80 -0.08
C 1.40 -3.99 0.58 -0.31
N 0.33 -3.26 0.38 -0.06
C -0.73 -4.16 0.21 -0.23
C -2.09 -3.92 -0.02 0.00
C -2.90 -5.03 -0.13 -0.05
C -2.39 -6.34 -0.01 -0.05
C -1.05 -6.58 0.22 0.01
C -0.24 -5.45 0.33 -0.16
N 1.13 -5.31 0.57 0.21
C 2.99 -0.14 1.54 -0.34
N 1.68 0.00 1.51 0.00
C 1.40 1.03 2.39 -0.16
C 0.19 1.57 2.78 -0.10
C 0.19 2.64 3.65 0.00
C 1.39 3.15 4.15 -0.03
C 2.61 2.58 3.82 0.04
C 2.59 1.51 2.94 -0.16
N 3.58 0.69 2.42 0.18
H 4.01 -0.45 -0.24 0.08
H 4.53 -1.56 1.04 0.14
H 2.85 -2.17 -0.90 0.10
H 2.85 -3.13 1.87 0.14
H 3.55 -3.95 0.47 0.15
H -2.47 -2.92 -0.12 0.11
H -3.96 -4.90 -0.31 0.12
H -3.06 -7.17 -0.11 0.12
H -0.66 -7.58 0.31 0.12
H 1.80 -6.05 0.69 0.18
H -1.79 1.47 2.91 0.15
H -0.75 3.09 3.96 0.13
H 1.36 3.99 4.83 0.12
H 3.53 2.96 4.24 0.13
H 4.57 0.87 2.45 0.18
S 3.88 2.30 -0.31 0.32
P 2.25 2.10 -1.37 0.19
S 1.53 0.16 -1.73 0.42
C 2.47 2.68 -3.07 -0.40
C 2.05 3.96 -3.43 -0.07
C 2.30 4.44 -4.70 -0.06
C 2.98 3.65 -5.62 -0.06
C 3.41 2.38 -5.26 -0.07
C 3.16 1.90 -3.99 -0.11
C 0.85 3.06 -0.72 -0.40
C 1.04 3.89 0.38 -0.11
C 0.00 4.72 0.80 -0.07
C -1.20 4.73 0.11 -0.06
C -1.38 3.90 -0.99 -0.06
C -0.36 3.06 -1.40 -0.10
H 1.53 4.59 -2.71 0.11
H 1.98 5.44 -4.98 0.11
H 3.18 4.03 -6.61 0.11
H 3.95 1.77 -5.97 0.11
H 3.51 0.91 -3.71 0.09
H 2.00 3.90 0.88 0.07
H 0.15 5.38 1.64 0.11
H -2.00 5.40 0.42 0.11
H -2.32 3.92 -1.53 0.12
H -0.50 2.42 -2.27 0.11

---

Entry 3:
50
Properties=species:S:1:pos:R:3:lowdin_charge:R:1 method="wB97M-V/def2-TZVPD" orbital_gap_ev=5.00 e_homo_ev=-2.888 total_charge=-1
C 2.03 -4.03 0.35 -0.09
C 1.77 -2.85 -0.36 -0.10
C 1.60 -1.64 0.33 -0.09
C 1.70 -1.62 1.73 -0.29
P 1.31 -0.10 2.63 0.63
C 2.46 1.10 1.93 -0.27
C 2.02 2.22 1.24 -0.07
C 2.95 3.11 0.69 -0.08
C 4.33 2.88 0.86 -0.10
C 4.77 1.77 1.60 -0.09
C 3.84 0.89 2.15 -0.07
N -0.18 0.27 1.95 -0.02
C -1.23 -0.47 1.97 -0.13
C -2.54 -0.04 1.50 -0.20
C -3.61 -0.95 1.65 -0.04
C -4.88 -0.60 1.23 -0.08
C -5.10 0.68 0.70 -0.08
C -4.06 1.63 0.63 -0.07
C -2.77 1.28 1.05 -0.01
O 1.41 -0.18 4.11 -0.33
C 1.93 -2.80 2.44 -0.09
C 2.10 -4.00 1.75 -0.10
H 2.17 -4.96 -0.19 0.10
H 1.65 -2.85 -1.45 0.07
H 1.35 -0.74 -0.23 0.10
H 0.95 2.40 1.11 0.09
H 2.60 3.98 0.12 0.10
H 5.05 3.57 0.44 0.09
H 5.84 1.59 1.75 0.10
H 4.17 0.03 2.74 0.11
H -1.23 -1.50 2.37 0.13
H -3.40 -1.90 2.13 0.11
H -5.69 -1.33 1.30 0.10
H -6.10 0.94 0.34 0.10
H -4.26 2.62 0.23 0.10
H -1.96 2.01 1.07 0.11
H 1.95 -2.77 3.53 0.10
H 2.27 -4.93 2.31 0.09
S -1.05 -1.77 -2.29 0.43
C -1.12 -0.60 -3.49 -0.86
C 0.00 0.25 -3.72 -0.17
C -0.18 1.50 -4.29 -0.15
C -1.43 1.89 -4.80 -0.16
C -2.50 0.97 -4.75 -0.15
C -2.33 -0.28 -4.18 -0.17
H 0.97 -0.05 -3.32 0.07
H 0.66 2.21 -4.33 0.08
H -1.57 2.88 -5.23 0.07
H -3.47 1.27 -5.15 0.08
H -3.16 -0.99 -4.14 0.08

---

Entry 4:
55
Properties=species:S:1:pos:R:3:lowdin_charge:R:1 method="wB97M-V/def2-TZVPD" de_lowest_ev=0.417 orbital_gap_ev=6.99 e_homo_ev=-11.094 total_charge=+1
Zr 0.41 -1.16 -0.05 1.86
C -1.76 -1.56 2.96 0.00
C -0.29 -1.79 3.14 -0.27
C 0.30 -1.81 4.41 0.02
C 1.66 -1.90 4.53 0.03
C 2.49 -2.02 3.39 -0.18
C 3.89 -2.08 3.40 -0.62
Br 4.83 -1.97 5.02 0.86
C 4.59 -2.20 2.24 -0.14
C 3.91 -2.32 1.01 -0.60
Br 4.89 -2.51 -0.56 0.88
C 2.54 -2.32 0.96 -0.37
O 1.80 -2.51 -0.19 -0.27
C 1.82 -2.10 2.17 -0.16
N 0.45 -1.94 2.05 0.02
H -2.28 -1.51 3.91 0.09
H -2.20 -2.37 2.37 0.09
H -1.95 -0.63 2.43 0.09
H -0.33 -1.72 5.28 0.13
H 2.12 -1.87 5.52 0.10
H 5.67 -2.23 2.25 0.11
C -1.35 -0.19 -2.79 -0.07
C -1.45 -1.62 -2.24 -0.48
C -0.21 -2.45 -2.60 -0.09
C -1.62 -1.63 -0.69 -0.27
H -1.50 -0.18 -3.87 0.10
H -0.38 0.26 -2.62 0.06
H -2.10 0.46 -2.34 0.08
H -2.32 -2.07 -2.71 0.13
H 0.73 -1.95 -2.31 0.05
H -0.13 -2.58 -3.68 0.10
H -0.23 -3.43 -2.14 0.09
H -1.92 -2.63 -0.37 0.06
H -2.40 -0.94 -0.40 0.06
C -0.64 3.72 -3.68 -0.01
C -1.39 3.40 -2.40 -0.20
C -2.77 3.42 -2.34 -0.06
C -3.44 3.11 -1.16 -0.67
Cl -5.18 3.13 -1.14 0.68
C -2.74 2.80 -0.02 -0.10
C -1.35 2.78 -0.06 -0.01
C -0.69 3.07 -1.24 -0.24
O 0.67 3.04 -1.40 -0.01
C 1.46 2.64 -0.31 -0.06
C 1.22 1.17 -0.10 -0.49
O 1.49 0.34 -1.05 -0.08
O 0.63 0.69 0.93 -0.11
H -1.34 3.97 -4.48 0.09
H -0.03 2.87 -4.00 0.09
H 0.04 4.57 -3.53 0.09
H -3.34 3.67 -3.23 0.12
H -3.27 2.58 0.90 0.11
H -0.80 2.55 0.85 0.10
H 1.28 3.19 0.61 0.14
H 2.49 2.78 -0.63 0.15

---

Number 1: F_max 4.21 eV/A. Number 2: F_max 0.58 eV/A. Number 3: F_max 1.73 eV/A. Number 4: F_max 1.42 eV/A.